Below is a molecular structure, C72H191F6LiN16O24S2 at a distorted geometry, with properties calculated with the ωB97M-V functional and the def2-TZVPD basis.

Calculated total energy = -188907.22977 eV
2S+1 = 1
Highest occupied orbital energy = -7.48 eV
LUMO level = -0.29 eV

CARTESIAN COORDINATES (ANGSTROEM)
Li1 0.341 0.739 -3.516
C1 -1.777 1.792 -0.264
F1 -2.359 1.971 -1.431
F2 -2.157 2.827 0.510
F3 -2.047 0.602 0.259
S1 0.113 1.752 -0.544
O1 0.425 2.935 -1.337
O2 0.800 1.741 0.748
N1 0.385 0.371 -1.547
S2 1.207 -0.583 -0.642
O3 2.586 -0.152 -0.648
O4 0.632 -0.927 0.664
C2 1.171 -2.244 -1.672
F4 -0.086 -2.766 -1.619
F5 1.517 -1.983 -2.899
F6 1.944 -3.128 -1.037
C3 2.904 -8.786 -5.192
C4 2.607 -9.642 -4.001
C5 1.146 -9.723 -3.502
O5 0.705 -8.431 -3.119
C6 -0.581 -8.433 -2.777
N2 2.816 -11.066 -4.361
H1 2.440 -9.061 -6.140
H2 3.961 -8.806 -5.458
H3 2.795 -7.747 -4.883
H4 3.223 -9.413 -3.131
H5 1.149 -10.345 -2.607
H6 0.449 -10.206 -4.186
H7 -0.792 -7.393 -2.530
H8 -0.718 -8.982 -1.845
H9 -1.283 -8.809 -3.521
H10 3.790 -11.160 -4.612
H11 2.332 -11.178 -5.240
C7 0.783 -0.539 7.880
C8 -0.296 -1.014 6.942
C9 -1.666 -0.412 7.347
O6 -1.938 -0.645 8.714
C10 -3.238 -0.315 9.109
N3 -0.061 -0.787 5.475
H12 1.715 -0.927 7.468
H13 0.678 -0.966 8.877
H14 0.847 0.549 7.911
H15 -0.342 -2.083 7.149
H16 -2.366 -0.889 6.661
H17 -1.675 0.644 7.079
H18 -3.893 -0.804 8.388
H19 -3.347 0.754 8.927
H20 -3.339 -0.502 10.178
H21 0.871 -1.035 5.174
H22 -0.233 0.201 5.354
C11 -8.633 -3.123 2.668
C12 -7.200 -3.355 2.691
C13 -6.463 -2.770 1.476
O7 -5.133 -2.208 1.778
C14 -4.553 -1.331 0.853
N4 -6.839 -2.601 3.840
H23 -9.197 -3.687 1.926
H24 -8.998 -2.115 2.864
H25 -8.941 -3.692 3.545
H26 -6.892 -4.373 2.930
H27 -6.977 -1.926 1.018
H28 -6.335 -3.579 0.756
H29 -3.781 -0.621 1.150
H30 -5.294 -0.665 0.410
H31 -4.265 -1.887 -0.039
H32 -7.279 -1.692 3.830
H33 -5.886 -2.332 3.641
C15 -1.969 6.563 1.562
C16 -3.360 7.110 1.861
C17 -4.571 6.179 1.478
O8 -4.710 6.006 0.081
C18 -5.804 5.154 -0.240
N5 -3.549 7.691 3.172
H34 -1.690 5.966 2.429
H35 -1.205 7.321 1.386
H36 -1.785 5.972 0.665
H37 -3.498 7.929 1.155
H38 -5.511 6.554 1.885
H39 -4.466 5.253 2.044
H40 -6.676 5.708 0.109
H41 -5.557 4.146 0.094
H42 -5.696 5.282 -1.317
H43 -2.685 8.205 3.266
H44 -4.251 8.416 3.217
C19 1.634 5.415 -3.293
C20 2.611 5.511 -2.131
C21 2.010 6.420 -0.934
O9 2.939 6.791 0.079
C22 4.006 7.596 -0.349
N6 2.874 4.166 -1.655
H45 1.301 6.375 -3.689
H46 0.690 4.937 -3.033
H47 2.116 5.036 -4.194
H48 3.564 5.924 -2.461
H49 1.152 5.882 -0.532
H50 1.686 7.365 -1.370
H51 4.508 7.858 0.582
H52 3.649 8.508 -0.827
H53 4.796 7.078 -0.893
H54 3.349 4.208 -0.764
H55 1.971 3.777 -1.426
C23 3.260 0.175 -5.395
C24 3.357 0.934 -4.046
C25 4.587 1.935 -3.972
O10 4.545 2.820 -4.996
C26 5.355 4.077 -4.810
N7 2.184 1.690 -3.932
H56 3.559 0.769 -6.259
H57 2.268 -0.263 -5.509
H58 3.929 -0.682 -5.316
H59 3.413 0.298 -3.163
H60 5.554 1.445 -4.084
H61 4.495 2.368 -2.976
H62 6.413 3.818 -4.849
H63 5.046 4.405 -3.817
H64 5.113 4.713 -5.662
H65 2.030 2.070 -4.855
H66 2.517 2.522 -3.466
C27 -7.110 3.590 -3.949
C28 -5.972 2.571 -4.031
C29 -4.692 2.780 -3.157
O11 -3.448 3.359 -3.673
C30 -3.745 4.671 -4.168
N8 -6.554 1.235 -3.876
H67 -7.833 3.580 -4.764
H68 -6.615 4.561 -3.978
H69 -7.706 3.572 -3.037
H70 -5.609 2.548 -5.059
H71 -4.250 1.793 -3.025
H72 -5.001 3.037 -2.143
H73 -4.048 4.604 -5.212
H74 -2.705 4.997 -4.180
H75 -4.325 5.380 -3.577
H76 -7.498 1.211 -4.232
H77 -6.579 0.753 -2.989
C31 2.471 7.015 4.753
C32 2.402 6.360 3.363
C33 1.100 5.596 3.142
O12 1.185 4.299 3.791
C34 -0.026 3.562 3.591
N9 2.558 7.568 2.523
H78 1.664 7.745 4.821
H79 3.443 7.329 5.135
H80 2.313 6.271 5.534
H81 3.213 5.665 3.146
H82 0.948 5.454 2.072
H83 0.288 6.129 3.636
H84 0.066 2.612 4.117
H85 -0.092 3.537 2.503
H86 -0.913 4.105 3.916
H87 3.499 7.868 2.732
H88 2.590 7.299 1.550
C35 -4.414 -5.948 1.367
C36 -3.651 -5.259 0.213
C37 -2.128 -5.575 0.268
O13 -1.538 -5.401 1.561
C38 -1.185 -4.106 1.934
N10 -4.209 -5.745 -1.038
H89 -4.062 -6.966 1.530
H90 -5.476 -5.946 1.124
H91 -4.249 -5.213 2.155
H92 -3.691 -4.172 0.270
H93 -1.657 -4.982 -0.515
H94 -1.924 -6.573 -0.121
H95 -0.657 -3.629 1.108
H96 -0.595 -4.013 2.846
H97 -2.121 -3.562 2.062
H98 -5.186 -5.494 -1.078
H99 -4.198 -6.749 -0.929
C39 -3.154 -0.148 -5.007
C40 -2.241 -0.870 -3.926
C41 -2.855 -2.333 -3.582
O14 -2.916 -3.204 -4.740
C42 -3.264 -4.529 -4.249
N11 -0.808 -0.995 -4.285
H100 -4.133 -0.090 -4.531
H101 -3.247 -0.890 -5.801
H102 -2.814 0.858 -5.252
H103 -2.306 -0.351 -2.970
H104 -3.858 -2.280 -3.157
H105 -2.326 -2.772 -2.736
H106 -2.629 -4.999 -3.499
H107 -3.467 -5.334 -4.955
H108 -4.238 -4.411 -3.775
H109 -0.816 -1.520 -5.147
H110 -0.435 -1.730 -3.701
C43 0.892 -2.232 -7.795
C44 0.121 -3.416 -7.133
C45 0.994 -4.057 -6.107
O15 0.415 -5.198 -5.453
C46 0.056 -6.209 -6.328
N12 -1.046 -2.730 -6.585
H111 1.551 -2.679 -8.539
H112 1.392 -1.534 -7.123
H113 0.162 -1.538 -8.212
H114 -0.109 -4.169 -7.887
H115 1.340 -3.419 -5.294
H116 1.845 -4.294 -6.745
H117 -0.107 -7.159 -5.820
H118 0.820 -6.355 -7.091
H119 -0.868 -5.991 -6.864
H120 -1.499 -3.052 -5.742
H121 -1.795 -2.723 -7.263
C47 3.437 -0.675 2.253
C48 4.551 -1.199 3.225
C49 3.869 -1.748 4.514
O16 3.281 -0.834 5.354
C50 4.149 -0.495 6.346
N13 5.453 -2.083 2.499
H122 2.763 -0.021 2.807
H123 2.798 -1.435 1.805
H124 3.796 -0.089 1.407
H125 5.150 -0.365 3.591
H126 4.583 -2.404 5.011
H127 3.148 -2.450 4.093
H128 4.206 -1.301 7.077
H129 3.649 0.271 6.939
H130 5.058 0.032 6.055
H131 6.284 -2.391 2.984
H132 5.020 -2.876 2.048
C51 5.580 2.220 0.336
C52 4.889 2.972 1.492
C53 5.639 4.270 1.945
O17 6.833 3.912 2.618
C54 6.821 3.222 3.869
N14 3.588 3.328 0.892
H133 5.459 2.771 -0.597
H134 5.182 1.222 0.154
H135 6.664 2.321 0.296
H136 4.718 2.294 2.328
H137 5.113 4.907 2.655
H138 6.005 4.862 1.106
H139 6.591 2.171 3.693
H140 6.323 3.728 4.696
H141 7.835 3.030 4.221
H142 2.992 4.029 1.307
H143 3.019 2.523 0.672
O18 -1.122 2.298 -4.440
H144 -0.779 3.056 -4.914
H145 -1.986 2.575 -4.136
O19 -0.387 4.344 -5.983
H146 -0.965 5.070 -6.219
H147 -0.141 3.951 -6.820
O20 3.191 -7.853 -0.851
H148 2.840 -7.303 -1.551
H149 2.730 -7.562 -0.064
O21 1.996 -5.974 -3.283
H150 1.588 -6.826 -3.437
H151 1.589 -5.393 -3.925
O22 3.558 3.073 5.354
H152 3.428 3.495 4.505
H153 2.672 2.898 5.673
C55 -3.212 1.799 4.468
C56 -4.694 1.662 5.048
C57 -4.540 1.216 6.537
C58 -5.659 1.554 7.451
C59 -6.060 2.997 7.276
C60 -6.429 3.415 5.823
N15 -5.316 2.958 5.006
O23 -5.460 3.328 3.701
C61 -7.822 2.772 5.693
C62 -6.430 4.992 5.803
C63 -5.283 0.491 4.221
H154 -2.613 0.901 4.615
H155 -2.714 2.623 4.978
H156 -3.251 1.985 3.394
H157 -4.274 0.161 6.608
H158 -3.630 1.679 6.918
H159 -5.524 1.341 8.511
H160 -6.495 0.910 7.180
H161 -5.314 3.651 7.727
H162 -6.905 3.079 7.959
H163 -8.550 3.515 6.017
H164 -8.012 2.761 4.620
H165 -8.121 1.801 6.089
H166 -5.846 5.470 6.590
H167 -6.278 5.439 4.820
H168 -7.428 5.368 6.027
H169 -6.329 0.328 4.483
H170 -4.675 -0.404 4.352
H171 -5.423 0.576 3.143
H172 -4.667 3.852 3.567
C64 5.962 -4.948 -0.780
C65 7.073 -4.432 -1.650
C66 6.520 -4.638 -3.064
C67 5.451 -3.675 -3.513
C68 6.166 -2.350 -3.439
C69 6.592 -1.817 -2.086
N16 7.325 -3.008 -1.433
O24 7.751 -2.712 -0.152
C70 7.663 -0.682 -2.241
C71 5.384 -1.171 -1.462
C72 8.360 -5.246 -1.480
H173 5.623 -5.939 -1.085
H174 4.980 -4.477 -0.728
H175 6.225 -4.863 0.274
H176 7.363 -4.529 -3.746
H177 6.007 -5.600 -3.078
H178 4.556 -3.639 -2.891
H179 5.172 -3.973 -4.523
H180 5.397 -1.808 -3.990
H181 7.021 -2.398 -4.112
H182 7.534 0.006 -1.405
H183 8.704 -1.001 -2.295
H184 7.492 -0.117 -3.157
H185 5.624 -0.712 -0.502
H186 4.944 -0.364 -2.048
H187 4.685 -1.965 -1.199
H188 9.222 -4.765 -1.941
H189 8.191 -6.244 -1.885
H190 8.661 -5.269 -0.433
H191 6.939 -2.858 0.339